Record 1
Molecular formula: C2H5NO
Method: DFT, wB97M-V/def2-TZVPD

```
! wB97M-V def2-TZVPD RIJCOSX def2/J DEFGRID3
* xyz 0 1
C -1.024 -0.897 -0.358
C 0.786 0.561 0.562
N 0.809 1.402 -0.402
O -0.018 -0.560 0.581
H -1.304 0.027 -0.767
H -1.631 -1.669 0.255
H 1.497 2.066 -0.151
H 1.469 0.665 1.374
H -0.583 -1.596 -1.092
*
```

Calculated values
SMILES string ... [H]/N=C/OC
DFT total energy ... -5691.263 eV
ΔE to the lowest compared entry with this formula, charge and spin ... 189.8 kJ/mol
Molecular weight ... 59.1 g/mol
Highest occupied orbital energy ... -9.99 eV

Record 2
Molecular formula: C13H18FNO4
Method: DFT, wB97M-V/def2-TZVPD

```
! wB97M-V def2-TZVPD RIJCOSX def2/J DEFGRID3
* xyz 0 1
C 2.793 0.185 3.264
C 2.172 1.210 2.336
O 1.818 0.669 0.993
C 1.326 1.530 0.073
C 0.655 0.845 -1.203
C 1.188 -0.544 -1.323
C 0.812 1.614 -2.543
O 0.955 1.126 -3.658
O 0.458 2.882 -2.346
C -0.600 3.297 -3.320
C -0.906 4.634 -2.692
O 1.368 2.743 0.147
H 2.999 0.648 4.233
H 2.128 -0.650 3.450
H 3.743 -0.223 2.933
H 1.232 1.566 2.761
H 2.880 2.022 2.186
H 0.884 -1.047 -2.241
H 2.281 -0.378 -1.334
H 0.880 -1.181 -0.477
H -0.265 3.361 -4.386
H -1.416 2.545 -3.164
H -1.574 5.239 -3.306
H -1.398 4.392 -1.736
H 0.037 5.163 -2.490
F -0.739 1.010 -1.088
N -0.738 -3.564 0.930
C -1.122 -3.190 2.151
C -2.255 -3.862 2.688
C -3.030 -4.600 1.737
C -2.859 -4.397 0.350
C -1.679 -3.689 -0.017
H -0.608 -2.366 2.680
H -2.506 -3.759 3.751
H -3.782 -5.309 2.097
H -3.579 -4.709 -0.422
H -1.555 -3.211 -1.016
*
```

Calculated values
SMILES string ... CCOC(=O)C(C)(F)C(=O)OCC.c1ccncc1
DFT total energy ... -26167.690 eV
ΔE to the lowest compared entry with this formula, charge and spin ... 199.5 kJ/mol
Molecular weight ... 271.3 g/mol
Highest occupied orbital energy ... -8.96 eV

Record 3
Molecular formula: C19H25ClN4O2
Method: DFT, wB97M-V/def2-TZVPD

```
! wB97M-V def2-TZVPD RIJCOSX def2/J DEFGRID3
* xyz 0 1
C -2.179 -2.522 4.122
H -2.484 -1.647 4.397
H -1.073 -2.692 3.847
H -2.262 -3.247 4.892
C -3.097 -3.124 2.704
N -2.656 -4.267 2.420
C -3.535 -5.250 2.941
C -4.702 -5.662 2.190
H -4.574 -5.831 1.136
H -5.380 -6.446 2.703
H -5.192 -4.660 2.479
H -3.393 -5.287 3.968
H -2.949 -6.432 2.649
C -2.119 -4.469 1.178
H -2.705 -3.896 0.315
C -0.719 -3.975 0.955
N -0.606 -2.665 1.008
C 0.562 -2.122 1.720
O 1.554 -3.046 2.255
C 0.730 -0.597 1.954
H 1.086 -0.536 2.813
H 1.629 -0.186 1.343
C -0.425 0.205 1.658
N -0.611 0.655 0.257
N 0.493 1.216 -0.340
C 0.235 1.727 -1.481
C -0.858 1.305 -2.555
C -1.487 0.304 -1.913
C -1.622 0.049 -0.626
O -2.409 -0.913 -0.130
H -2.256 -0.113 -2.612
H -0.659 1.560 -3.585
C 1.283 2.763 -1.853
C 2.372 2.889 -1.260
C 3.399 3.811 -1.544
C 3.373 4.573 -2.416
C 2.148 4.415 -3.429
C 1.013 3.802 -2.806
H 0.231 3.630 -3.539
H 2.065 5.338 -4.081
Cl 4.317 5.793 -2.921
H 4.371 4.082 -0.773
H 2.582 2.311 -0.361
H -1.518 -0.224 1.779
H -0.254 1.158 2.024
H -1.285 -2.213 0.697
H -0.486 -4.465 -0.072
H -0.271 -4.674 1.674
H -2.184 -5.600 0.769
H -2.868 -2.211 2.081
H -4.006 -3.105 3.260
*
```

Calculated values
DFT total energy ... -42670.159 eV
ΔE to the lowest compared entry with this formula, charge and spin ... 1702.0 kJ/mol
Molecular weight ... 376.9 g/mol
Highest occupied orbital energy ... -7.46 eV

Record 4
Molecular formula: C25H25ClN4O3S
Method: DFT, wB97M-V/def2-TZVPD

```
! wB97M-V def2-TZVPD RIJCOSX def2/J DEFGRID3
* xyz 0 1
O 1.036 -1.976 0.921
C 0.438 -0.998 0.521
N 0.232 0.063 1.352
N -0.509 1.140 1.014
C -0.774 2.079 1.824
C -1.598 3.216 1.307
H -1.804 3.074 0.247
H -2.543 3.244 1.854
C -0.861 4.537 1.547
N -0.563 4.675 2.957
C 0.340 3.628 3.391
H 0.593 3.803 4.439
C -0.334 2.259 3.249
H 0.355 1.483 3.584
H -1.217 2.239 3.891
H 1.279 3.635 2.804
C -0.067 5.996 3.305
C -0.054 6.191 4.797
C 1.045 6.739 5.443
C 1.034 6.922 6.816
C -0.074 6.550 7.557
C -1.173 5.998 6.919
C -1.164 5.823 5.548
H -2.014 5.391 5.042
H -2.040 5.707 7.494
H -0.081 6.689 8.627
H 1.895 7.352 7.307
H 1.915 7.028 4.869
H 0.941 6.179 2.891
H -0.748 6.731 2.861
H -1.499 5.369 1.240
H 0.056 4.561 0.929
H 0.597 -0.053 2.298
C -0.103 -0.897 -0.864
C -0.648 -2.049 -1.423
C -1.113 -2.018 -2.720
C -1.042 -0.871 -3.485
C -0.490 0.273 -2.932
C -0.019 0.262 -1.630
H 0.419 1.151 -1.207
H -0.422 1.176 -3.521
H -1.414 -0.898 -4.497
S -1.750 -3.532 -3.441
O -2.791 -4.083 -2.630
O -2.005 -3.310 -4.831
N -0.447 -4.582 -3.266
C 0.837 -4.115 -3.508
C 1.092 -3.314 -4.618
C 2.367 -2.837 -4.859
C 3.408 -3.153 -4.002
C 3.173 -3.953 -2.897
C 1.897 -4.423 -2.651
Cl 1.596 -5.399 -1.251
H 3.973 -4.206 -2.219
H 4.404 -2.782 -4.191
H 2.548 -2.217 -5.724
H 0.274 -3.088 -5.281
H -0.529 -5.165 -2.443
H -0.708 -2.954 -0.838
*
```

Calculated values
SMILES string ... O=C(NN=C1CCN(Cc2ccccc2)CC1)c1cccc(S(=O)(=O)Nc2ccccc2Cl)c1
DFT total energy ... -61790.964 eV
ΔE to the lowest compared entry with this formula, charge and spin ... 1.6 kJ/mol
Molecular weight ... 497.0 g/mol
Highest occupied orbital energy ... -8.79 eV